No. 1
Formula: C51H58N11O3RbS5Sb
Source: the OMol25 dataset
Level of theory: ωB97M-V with the def2-TZVPD basis set

Summary:
spin multiplicity	1
LUMO energy	0.7829	eV
M	1240.66	g mol⁻¹
net charge	-1
HOMO-LUMO gap	6.262	eV
electronic energy	-137735.463	eV

Each line ends with the Löwdin charge.
Cartesian coordinates (Å):
Sb1 2.0795 -2.0473 2.1848  1.570
Rb1 -0.0294 -0.0323 0.0502  0.405
S1 -5.8134 -1.4721 -1.6808  1.063
S2 5.6970 -0.9913 -2.7003  1.063
S3 -5.4972 7.4905 -4.6130  0.379
S4 1.4110 2.4519 1.4854  0.448
S5 2.1874 1.8487 -2.7414  0.553
O1 -5.4993 7.5463 -3.1675  -0.370
O2 -6.7360 7.8884 -5.2431  -0.365
O3 -4.2886 7.9934 -5.2474  -0.366
N1 -0.7327 2.0953 3.2419  -0.054
N2 0.1858 3.4044 -3.6844  0.014
N3 -4.6584 4.9714 -4.1018  0.170
N4 0.6718 3.7893 -1.6034  0.032
N5 -5.7801 5.2772 -6.1757  0.120
N6 1.3241 -1.7112 -2.2467  0.115
N7 -2.3085 -1.4432 1.5044  0.075
N8 -1.0890 0.9681 2.5762  -0.074
N9 -1.4079 -1.7907 -2.0903  0.104
N10 -2.0211 1.6203 -1.5493  0.025
N11 0.6924 3.7513 3.6677  0.040
C1 0.5780 -4.5928 -4.4534  -0.022
C2 -2.2439 0.5504 2.9379  -0.146
C3 5.1908 -2.3249 2.7907  -0.120
C4 2.2855 -5.1087 3.0813  -0.110
C5 -4.8182 3.1652 -5.6281  -0.014
C6 4.2244 -2.0188 1.6494  -0.699
C7 -2.6914 1.9752 -3.8174  -0.024
C8 -4.8254 -2.1092 2.4842  -0.069
C9 -0.5197 4.6089 -1.8299  -0.110
C10 -5.9317 -3.3491 -3.3885  -0.128
C11 4.8818 -2.4426 -3.1418  -0.484
C12 2.0844 -1.4567 4.3079  -0.699
C13 7.2328 -1.6922 -2.9330  -0.414
C14 -7.3579 -1.9794 -2.1911  -0.413
C15 -2.9642 -2.5265 1.0795  -0.173
C16 -3.5384 -2.7020 -2.7585  -0.184
C17 0.0194 -4.2044 2.4927  -0.136
C18 4.4452 -0.5805 1.1578  -0.136
C19 2.6286 -1.6432 -2.3586  -0.134
C20 4.4912 -2.9930 0.5052  -0.125
C21 -7.2782 -2.9872 -3.1012  -0.185
C22 -5.0129 -2.6171 -2.6925  -0.470
C23 -0.7667 -4.6272 -4.3816  -0.024
C24 0.3657 2.7175 2.8323  -0.916
C25 -5.5192 4.0112 -6.4708  -0.127
C26 -2.7201 -1.7859 -2.0600  -0.124
C27 -3.7419 3.2058 -2.0646  -0.001
C28 1.6528 -4.6654 0.6942  -0.135
C29 -5.3258 5.7151 -4.9961  -0.332
C30 3.4099 -2.5423 -3.1208  -0.192
C31 5.7844 -3.4167 -3.4549  -0.128
C32 -1.4887 -3.6731 -3.5797  -0.133
C33 2.7358 -3.5247 -3.7989  0.047
C34 0.6126 -1.4211 4.7341  -0.129
C35 -2.8979 -0.6689 2.4289  -0.262
C36 -4.1614 -0.9858 2.9376  -0.028
C37 -2.9438 2.5144 -1.1705  -0.147
C38 -1.9047 1.3680 -2.8546  -0.167
C39 2.6298 -0.0240 4.3030  -0.128
C40 -4.2159 -2.9080 1.5276  -0.075
C41 -3.6167 2.9301 -3.4236  -0.171
C42 1.5101 -4.1844 2.1454  -0.710
C43 0.6676 -2.6686 -2.9332  -0.154
C44 -0.6801 4.5391 -3.3555  -0.102
C45 -0.7823 -2.7076 -2.8543  -0.146
C46 1.3352 -3.6035 -3.7301  -0.133
C47 2.8681 -2.3193 5.2935  -0.108
C48 -4.4041 3.7088 -4.4243  -0.243
C49 -2.8907 -3.6564 -3.5025  0.046
C50 7.1370 -2.9885 -3.3356  -0.186
C51 0.9966 3.0395 -2.6696  -0.909
H1 -1.3309 -5.3660 -4.9413  0.113
H2 3.1121 -0.8348 -1.8094  0.064
H3 -4.6931 -3.7964 1.1358  0.104
H4 -8.1436 -3.4534 -3.5564  0.102
H5 2.5449 0.3983 5.3150  0.091
H6 0.2040 -2.4259 4.8699  0.059
H7 1.1151 -5.3067 -5.0689  0.114
H8 -1.7118 4.3642 -3.6498  0.091
H9 0.5306 -0.9005 5.6998  0.090
H10 8.1270 -1.1089 -2.7616  0.067
H11 -4.6272 2.1322 -5.8910  0.102
H12 -0.5544 -3.5644 1.8184  0.045
H13 -3.1762 -1.0056 -1.4503  0.091
H14 -0.0259 4.0576 4.3035  0.082
H15 -0.3666 5.6267 -1.4863  0.119
H16 7.9945 -3.6186 -3.5356  0.100
H17 -2.4519 -3.1311 0.3343  0.104
H18 -5.6605 -4.1202 -4.1019  0.106
H19 2.0313 -6.1580 2.8612  0.083
H20 -3.0163 2.7010 -0.1030  0.118
H21 2.6841 -4.8956 0.4288  0.055
H22 -4.4315 3.9754 -1.7383  0.126
H23 3.7527 -2.9092 -0.2985  0.054
H24 -4.6075 -0.3378 3.6834  0.110
H25 0.9255 3.4783 -0.6694  0.007
H26 2.0748 0.6311 3.6220  0.033
H27 2.7432 -1.8956 6.3019  0.086
H28 2.5053 -3.3477 5.3276  0.056
H29 5.1568 -1.5582 3.5660  0.060
H30 -5.8849 3.6557 -7.4311  0.105
H31 3.3692 -5.0008 2.9713  0.065
H32 -1.1259 0.6664 -3.1390  0.101
H33 -2.5445 1.7442 -4.8676  0.118
H34 -1.3845 4.1972 -1.3152  0.085
H35 1.0646 -5.5864 0.5616  0.084
H36 -0.1816 -3.8677 3.5119  0.058
H37 -5.8067 -2.3606 2.8705  0.107
H38 4.2128 0.1681 1.9216  0.060
H39 3.9353 -2.3429 5.0809  0.052
H40 1.2743 -3.9302 -0.0278  0.061
H41 -3.4530 -4.4055 -4.0501  0.120
H42 6.2200 -2.3461 2.3979  0.086
H43 3.2750 -4.2395 -4.4142  0.124
H44 -0.0151 -0.8835 4.0178  0.048
H45 1.3296 4.4337 3.3018  0.060
H46 -0.3373 5.4536 -3.8385  0.122
H47 -0.3676 -5.2311 2.3975  0.088
H48 -2.7946 1.1268 3.6788  0.108
H49 5.4980 -0.4489 0.8617  0.086
H50 5.4977 -4.4235 -3.7372  0.109
H51 -8.2428 -1.5003 -1.7942  0.069
H52 3.8251 -0.3447 0.2863  0.057
H53 0.3655 3.0793 -4.6141  0.128
H54 4.5038 -4.0300 0.8516  0.070
H55 4.9945 -3.2947 3.2564  0.066
H56 5.4798 -2.7773 0.0694  0.085
H57 3.6856 0.0141 4.0188  0.058
H58 2.0303 -4.9282 4.1269  0.058

No. 2
Formula: C51H58N6O3P2SSr
Source: the OMol25 dataset
Level of theory: ωB97M-V with the def2-TZVPD basis set

Summary:
spin multiplicity	1
LUMO energy	3.4465	eV
M	984.70	g mol⁻¹
net charge	-2
HOMO-LUMO gap	6.275	eV
electronic energy	-99156.297	eV

Each line ends with the Löwdin charge.
Cartesian coordinates (Å):
Sr1 4.7244 -21.1709 -9.0634  1.385
S1 -0.5385 -14.2326 -12.4552  0.793
P1 2.9734 -17.0919 -10.1759  1.120
P2 2.2035 -19.2921 -13.0680  1.129
O1 2.5488 -21.9778 -9.8739  -0.277
O2 4.4063 -19.5691 -7.0131  -0.157
O3 0.3469 -20.1296 -8.3466  -0.057
N1 3.1796 -21.7935 -7.1374  -0.100
N2 4.8290 -23.2696 -13.3651  -0.007
N3 5.3815 -25.5434 -11.1696  -0.001
N4 2.1741 -17.7256 -11.8276  -0.357
N5 4.2563 -21.6898 -6.2288  0.017
N6 8.4823 -18.3157 -11.5549  -0.303
C1 0.4092 -20.9678 -14.1997  -0.106
C2 0.5942 -20.0509 -13.1574  -0.438
C3 -0.6262 -15.7717 -13.4251  -0.496
C4 0.8502 -24.4905 -7.8998  -0.079
C5 5.0373 -15.4029 -9.7114  -0.121
C6 2.6696 -22.9731 -7.2110  -0.114
C7 8.2721 -19.6059 -4.9641  -0.104
C8 8.3657 -23.4935 -6.6755  -0.068
C9 5.1607 -25.7171 -12.6186  -0.275
C10 7.0524 -20.6758 -3.2028  -0.101
C11 0.7619 -15.5671 -8.6815  -0.085
C12 2.3678 -18.0376 -15.7305  -0.098
C13 1.7136 -22.9095 -9.5592  -0.437
C14 4.2664 -19.1049 -14.7056  -0.118
C15 1.9181 -16.3741 -8.7611  -0.338
C16 4.3507 -18.4826 -17.0469  -0.091
C17 2.4272 -16.8065 -7.5014  -0.118
C18 -0.0435 -25.0079 -8.8287  -0.137
C19 5.5506 -14.4370 -12.1768  -0.108
C20 8.1908 -19.9834 -3.6302  -0.112
C21 -1.7819 -14.5849 -11.2119  -0.438
C22 0.0812 -15.3664 -7.4529  -0.090
C23 1.4813 -16.6602 -12.6273  -0.412
C24 -0.3999 -20.0244 -12.1616  -0.092
C25 1.7257 -23.4586 -8.2180  -0.156
C26 6.7826 -22.3948 -9.7231  -0.233
C27 7.6386 -22.8935 -8.9837  -0.255
C28 2.9397 -18.7063 -14.6331  -0.395
C29 4.7820 -20.5071 -6.2709  -0.620
C30 6.4696 -14.1299 -11.1710  -0.088
C31 -0.0683 -24.4669 -10.1205  -0.109
C32 1.7236 -16.6467 -6.2904  -0.081
C33 5.4137 -24.5402 -13.6318  -0.328
C34 -1.6154 -21.8496 -13.2253  -0.124
C35 8.7187 -23.4978 -8.1871  -0.652
C36 5.9990 -20.9229 -4.0859  -0.038
C37 8.1512 -18.3626 -12.6834  -0.604
C38 0.7635 -23.4046 -10.4503  -0.035
C39 7.1985 -19.7961 -5.8136  -0.046
C40 0.5479 -15.9416 -6.2634  -0.108
C41 4.1197 -15.7107 -10.7217  -0.356
C42 -0.6605 -21.8844 -14.2179  -0.099
C43 8.9215 -24.9700 -8.6040  -0.078
C44 4.3775 -15.1261 -11.9767  -0.093
C45 6.0175 -20.3906 -5.3887  -0.137
C46 -1.4947 -20.9060 -12.2263  -0.087
C47 4.9829 -18.9169 -15.8743  -0.075
C48 6.1437 -14.5464 -9.8893  -0.082
C49 3.0401 -17.9939 -16.9643  -0.100
C50 10.0278 -22.7096 -8.3541  -0.075
C51 0.0136 -16.9758 -12.8067  -0.295
H1 8.2197 -22.4824 -6.2504  0.068
H2 4.1275 -25.9062 -12.8283  0.083
H3 6.0574 -19.0738 -15.8739  0.105
H4 -1.6740 -15.9584 -13.6765  0.076
H5 5.6881 -26.6119 -12.9237  0.085
H6 -0.8500 -14.8101 -7.4440  0.088
H7 -2.4064 -22.5832 -13.1711  0.095
H8 1.9469 -16.5297 -13.6211  0.080
H9 1.1171 -19.5996 -8.1285  0.017
H10 -0.1643 -17.8656 -13.4024  0.080
H11 0.7511 -23.0017 -11.4777  0.110
H12 -0.7966 -24.8450 -10.8278  0.086
H13 5.4075 -22.6171 -12.7281  0.103
H14 -0.0476 -15.8597 -5.3807  0.088
H15 5.1270 -22.7156 -14.1339  0.034
H16 7.9953 -25.5081 -8.4844  0.068
H17 9.1597 -19.1230 -5.3686  0.102
H18 9.9362 -21.7176 -7.8919  0.076
H19 2.6481 -17.4991 -17.8642  0.097
H20 6.9851 -21.0178 -2.1691  0.090
H21 1.3522 -17.6207 -15.7088  0.101
H22 5.8016 -14.1575 -13.2041  0.101
H23 10.8832 -23.2527 -7.8644  0.081
H24 2.9897 -23.7030 -6.4579  0.116
H25 3.6987 -15.2828 -12.8363  0.095
H26 1.5730 -15.6978 -12.1471  0.042
H27 1.1996 -21.0652 -14.9737  0.110
H28 3.3235 -17.4188 -7.4561  0.063
H29 4.6778 -25.0492 -10.6120  0.063
H30 0.3913 -15.0697 -9.5859  0.069
H31 -0.3788 -17.2071 -11.8062  0.101
H32 7.4294 -13.6573 -11.3780  0.101
H33 8.9803 -19.7691 -2.9231  0.086
H34 -0.7784 -25.7469 -8.5431  0.075
H35 10.2792 -22.5437 -9.4394  0.098
H36 6.4467 -24.4892 -13.9593  0.093
H37 9.2104 -25.0360 -9.6648  0.083
H38 6.3180 -25.1678 -11.0534  0.043
H39 4.9340 -18.4012 -17.9747  0.100
H40 6.8256 -14.4242 -9.0629  0.095
H41 0.7017 -20.9024 -8.7917  -0.004
H42 9.6897 -25.4314 -7.9506  0.076
H43 4.7708 -19.4970 -13.8193  0.096
H44 7.2931 -19.4653 -6.8523  0.127
H45 7.4602 -24.0875 -6.4566  0.086
H46 4.9663 -15.8910 -8.7446  0.089
H47 2.1197 -17.0992 -5.3897  0.106
H48 -2.2250 -20.8693 -11.4315  0.101
H49 -0.3364 -19.3494 -11.2977  0.102
H50 -0.1332 -15.4921 -14.3781  0.077
H51 9.2039 -23.9216 -6.0795  0.077
H52 -2.7607 -14.6083 -11.6956  0.028
H53 -1.5572 -15.5529 -10.7655  0.020
H54 -0.6807 -22.6691 -14.9646  0.095
H55 -1.7675 -13.8346 -10.4040  0.038
H56 5.1458 -21.4917 -3.7734  0.094
H57 0.8649 -24.8654 -6.8849  0.098
H58 4.8988 -25.0236 -14.4554  0.086

Question: The highest LUMO energy belongs to which entry?
Answer: C51H58N6O3P2SSr